--- a ---
# C34H41BrF5GeInN5O4S

C34H41BrF5GeInN5O4S as an isolated structure (wB97M-V/def2-TZVPD, the Open Molecules 2025 dataset).

Each line ends with the Mulliken charge.
Geometry (Å):
In 0.1222 -1.1701 -0.1391  2.355
C 4.1131 -1.4053 0.8981  -1.399
C 3.1094 -1.6749 2.0087  1.275
C 3.5521 -0.9093 3.2570  -1.812
C 3.0368 -3.1670 2.3173  -1.367
O 1.8115 -1.2179 1.5896  0.408
Ge 0.3995 -0.9971 2.8472  -0.932
O -0.4970 -2.2473 1.7620  0.270
C -1.4370 -3.1907 2.3314  1.180
C -1.9311 -4.0872 1.2112  -1.383
C -2.5613 -2.4112 3.0011  -1.416
C -0.6941 -4.0296 3.3687  -1.816
O -0.2504 0.2808 1.5184  0.786
C -0.1494 1.6876 1.8333  1.275
C -0.8360 1.9223 3.1776  -1.846
C 1.3158 2.1039 1.8854  -1.359
C -0.8818 2.4982 0.7781  -1.175
H 5.0979 -1.7626 1.2077  0.526
H 3.8310 -1.9126 -0.0200  0.019
H 4.1781 -0.3344 0.6979  0.343
H 4.5816 -1.1738 3.5057  0.468
H 3.5144 0.1665 3.0773  0.330
H 2.9307 -1.1431 4.1232  0.371
H 4.0012 -3.5367 2.6738  0.497
H 2.2955 -3.3579 3.0972  0.249
H 2.7551 -3.7318 1.4289  0.130
H -2.4582 -3.5200 0.4475  0.241
H -1.0864 -4.6068 0.7548  0.250
H -2.6152 -4.8370 1.6166  0.447
H -3.0690 -1.7812 2.2798  0.193
H -3.2893 -3.0918 3.4492  0.466
H -2.1613 -1.7813 3.8011  0.337
H 0.1663 -4.5178 2.9086  0.282
H -0.3514 -3.4229 4.2107  0.345
H -1.3553 -4.8042 3.7630  0.460
H -0.3113 1.4295 3.9971  0.406
H -0.8686 2.9914 3.3956  0.470
H -1.8594 1.5443 3.1409  0.338
H 1.8360 1.6150 2.7112  0.155
H 1.8190 1.8252 0.9561  0.049
H 1.3979 3.1847 2.0248  0.520
H -1.8860 2.0996 0.6170  -0.066
H -0.9628 3.5365 1.1087  0.489
H -0.3340 2.4966 -0.1584  0.208
Br 0.3284 6.6439 -0.3626  -0.159
C 0.9683 5.8331 -1.9441  0.030
C 0.4042 6.1708 -3.1646  -0.567
C 0.8728 5.5598 -4.3159  -0.201
C 1.8595 4.5854 -4.2328  -0.020
C 2.4587 4.2931 -3.0101  -0.138
C 2.0104 4.9198 -1.8621  -0.365
N 2.2370 3.9656 -5.4620  -0.570
N 2.5839 2.7742 -5.4759  -0.327
C 2.3432 1.8452 -4.4901  0.035
C 3.4035 0.9710 -4.1643  -0.685
C 3.3504 0.1815 -3.0563  -0.906
C 2.1767 0.1751 -2.2225  0.150
O 2.1388 -0.4353 -1.1483  -0.066
C 0.9933 0.9151 -2.6957  0.308
N -0.0985 0.7804 -1.9449  0.657
C -1.1847 1.4451 -2.3022  -0.240
C -1.2341 2.2312 -3.4570  -1.495
C -0.1128 2.3676 -4.2377  -0.893
C 1.0665 1.7241 -3.8326  0.987
H -0.3889 6.9035 -3.2128  0.440
H 0.4586 5.8068 -5.2848  0.483
H 3.2749 3.5857 -2.9446  0.504
H 2.4624 4.6985 -0.9049  0.490
H 4.2910 1.0194 -4.7826  0.461
H 4.1771 -0.4437 -2.7482  0.529
H -2.0577 1.3225 -1.6724  0.232
H -2.1643 2.7147 -3.7207  0.545
H -0.1372 2.9562 -5.1453  0.631
F 0.5701 -2.1608 -2.9116  -0.267
C 0.4464 -2.8008 -1.6811  -0.287
F -0.6403 -3.6127 -1.7821  -0.257
C 1.6297 -3.7675 -1.6343  0.562
F 1.6206 -4.6196 -2.6661  -0.292
F 1.5919 -4.4955 -0.5105  -0.244
F 2.8061 -3.1252 -1.6672  -0.244
C -6.3214 -2.7326 1.5245  -1.215
C -5.5179 -1.5581 1.0581  1.035
C -5.8626 -0.2500 1.3676  -0.777
C -5.0119 0.7390 0.9015  -0.430
N -3.9239 0.4815 0.1893  -0.309
C -3.6694 -0.8172 -0.0719  0.326
S -2.3008 -1.1659 -1.1030  -0.407
N -4.4286 -1.8327 0.3409  -0.353
H -7.2838 -2.4296 1.9342  0.386
H -5.7657 -3.2673 2.2978  0.201
H -6.4759 -3.4266 0.6994  0.314
H -6.7473 -0.0128 1.9415  0.408
H -5.2153 1.7855 1.1091  0.434

Its multiplicity is 2. Its LUMO energy (alpha / beta) is -1.29 / -2.77 eV. The value obtained for the frontier orbital gap (alpha / beta) is 6.3 / 4.9 eV. As for the expectation value of S²: 0.814. Its net charge is 0.

***

--- b ---
# C34H41BrF5GeInN5O4S

C34H41BrF5GeInN5O4S as an isolated structure (wB97M-V/def2-TZVPD, the Open Molecules 2025 dataset).

Each line ends with the Mulliken charge.
Geometry (Å):
In -0.2719 0.2951 0.9016  1.807
C -1.6098 0.6014 4.9110  -1.463
C -2.4506 0.1898 3.7022  1.235
C -3.9051 0.6392 3.8745  -1.786
C -2.4358 -1.3303 3.5283  -1.161
O -1.9057 0.7953 2.5294  0.382
Ge -2.1570 2.5099 1.8337  -0.929
O -2.0596 1.6696 0.0977  1.126
C -3.1313 1.5876 -0.8385  1.317
C -4.2137 0.6485 -0.3040  -1.431
C -3.7093 2.9908 -1.0538  -1.828
C -2.5896 1.0639 -2.1664  -1.348
O -0.2192 2.5663 1.6644  -0.182
C 0.4658 3.7271 1.2051  1.357
C 0.0332 4.0884 -0.2184  -1.257
C 0.1510 4.8915 2.1527  -1.863
C 1.9716 3.4712 1.2389  -1.032
H -2.0048 0.1760 5.8341  0.471
H -0.5847 0.2590 4.7685  0.158
H -1.5927 1.6911 4.9909  0.300
H -4.3273 0.2090 4.7817  0.453
H -3.9637 1.7282 3.9346  0.435
H -4.4887 0.3072 3.0143  0.316
H -2.9983 -1.8105 4.3292  0.494
H -2.8848 -1.5853 2.5680  0.147
H -1.4141 -1.7041 3.5425  0.255
H -4.5332 1.0045 0.6780  0.213
H -5.0785 0.6078 -0.9661  0.538
H -3.7930 -0.3498 -0.1901  0.083
H -4.0905 3.3965 -0.1154  0.377
H -2.9336 3.6572 -1.4325  0.309
H -4.5250 2.9571 -1.7750  0.489
H -2.2518 0.0330 -2.0475  -0.016
H -3.3590 1.0954 -2.9370  0.563
H -1.7410 1.6726 -2.4819  0.263
H -0.9861 4.4787 -0.2117  0.290
H 0.6992 4.8338 -0.6527  0.551
H 0.0518 3.1920 -0.8396  -0.028
H -0.9251 5.0652 2.1943  0.408
H 0.5094 4.6621 3.1566  0.359
H 0.6341 5.8024 1.7989  0.414
H 2.2424 2.7002 0.5184  0.019
H 2.5115 4.3844 0.9891  0.504
H 2.2675 3.1346 2.2331  -0.045
Br 3.3324 -1.8130 -7.1475  -0.193
C 2.2247 -3.0241 -6.2018  0.150
C 2.5543 -4.3712 -6.1836  -0.539
C 1.7474 -5.2617 -5.4998  0.089
C 0.6291 -4.8015 -4.7999  -0.480
C 0.2945 -3.4411 -4.8599  0.032
C 1.0913 -2.5534 -5.5565  -0.602
N -0.1473 -5.7496 -4.1309  -0.766
N -0.9220 -5.5218 -3.1811  -0.304
C -0.9582 -4.5004 -2.2730  0.200
C -2.1980 -4.2952 -1.6552  -0.613
C -2.4373 -3.2392 -0.8069  -1.232
C -1.4274 -2.3149 -0.4661  0.147
O -1.6833 -1.3217 0.3005  0.269
C -0.0984 -2.5944 -0.9863  0.434
N 0.8804 -1.7942 -0.5605  0.327
C 2.1340 -2.0492 -0.8759  -0.357
C 2.4864 -3.1580 -1.6562  -1.459
C 1.4948 -3.9695 -2.1430  -0.714
C 0.1470 -3.6944 -1.8428  0.521
H 3.4356 -4.7157 -6.7062  0.416
H 1.9833 -6.3167 -5.4700  0.458
H -0.6069 -3.0950 -4.3728  0.507
H 0.8449 -1.5006 -5.5796  0.498
H -2.9931 -4.9775 -1.9261  0.489
H -3.4111 -3.0865 -0.3609  0.454
H 2.8810 -1.3895 -0.4528  0.540
H 3.5270 -3.3639 -1.8634  0.462
H 1.7559 -4.8393 -2.7264  0.780
F 2.0429 0.7841 -0.6277  -0.180
C 1.6622 0.2775 -1.8277  -0.103
F 0.3061 0.2899 -1.7739  0.056
C 2.0895 1.2484 -2.9136  0.610
F 1.7169 2.5132 -2.7168  -0.173
F 1.5723 0.8608 -4.0825  -0.204
F 3.4193 1.2448 -3.0287  -0.272
C 3.5794 2.5822 5.0085  -1.399
C 3.6175 1.4430 4.0368  1.008
C 4.8103 0.9781 3.4847  -0.727
C 4.7162 -0.0681 2.5878  -0.374
N 3.5575 -0.6473 2.2807  -0.402
C 2.4724 -0.1559 2.8778  0.203
S 0.9536 -1.0179 2.6327  -0.571
N 2.4555 0.8731 3.7254  -0.141
H 4.3357 2.4516 5.7824  0.463
H 2.5941 2.6385 5.4637  0.260
H 3.7807 3.5230 4.4923  0.285
H 5.7651 1.4094 3.7495  0.435
H 5.5893 -0.4785 2.0922  0.446

Its multiplicity is 2. Its LUMO energy (alpha / beta) is -0.86 / -2.35 eV. The value obtained for the frontier orbital gap (alpha / beta) is 6.3 / 4.8 eV. As for the expectation value of S²: 0.758. Its net charge is 0.

***

Q: Which of them is the most stable? A: a.

***

--- a ---
# CHNO3

A single CHNO3 molecule (wB97M-V/def2-TZVPD, the Open Molecules 2025 dataset).

Each line ends with the Mulliken charge.
Geometry (Å):
C 0.4695 0.5272 0.4998  0.205
N -0.1787 -0.7432 0.4982  -0.095
O 0.4309 1.3512 -0.3727  -0.378
O -0.7765 -1.1598 -0.5112  0.222
O -0.7850 -0.4890 -1.6055  -0.296
H 0.8398 0.5136 1.4914  0.343

Its LUMO energy (alpha / beta) is -2.44 / -2.44 eV. The value obtained for the frontier orbital gap (alpha / beta) is 8.2 / 8.2 eV. Its net charge is 0.

***

--- b ---
# CHNO3

A single CHNO3 molecule (wB97M-V/def2-TZVPD, the Open Molecules 2025 dataset).

Each line ends with the Mulliken charge.
Geometry (Å):
C -0.5949 0.0138 0.0978  0.104
N -1.2256 -1.0895 -0.0979  0.181
O -1.1374 1.1878 -0.1949  -0.011
O -2.3599 -1.4374 0.0037  -0.322
O -2.4276 1.2963 0.1162  -0.244
H 0.5166 -0.1497 0.0540  0.293

Its LUMO energy (alpha / beta) is -1.16 / -1.78 eV. The value obtained for the frontier orbital gap (alpha / beta) is 8.7 / 8.3 eV. Its net charge is 0.

***

Q: Which of them is the most stable? A: a.

***

--- a ---
# C3H5BrO

A single C3H5BrO molecule (wB97M-V/def2-TZVPD, the Open Molecules 2025 dataset).

Each line ends with the Mulliken charge.
Geometry (Å):
C -0.2377 1.0452 -0.9301  -0.188
C -0.3234 -0.7218 0.9051  -1.002
C 0.4565 -0.1034 -0.2583  0.131
O -1.3806 1.3669 -0.7863  -0.462
Br 2.2949 0.1319 0.2279  -0.111
H 0.3911 1.5885 -1.5054  0.479
H -1.0496 -1.4750 0.5151  0.256
H -0.8895 0.1081 1.2717  0.287
H 0.3424 -1.1521 1.6799  0.381
H 0.3959 -0.7884 -1.1194  0.228

Its LUMO energy is 0.58 eV. The value obtained for the frontier orbital gap is 10.7 eV. Its SMILES is C[C@H](Br)C=O. Its net charge is 0.

***

--- b ---
# C3H5BrO

A single C3H5BrO molecule (wB97M-V/def2-TZVPD, the Open Molecules 2025 dataset).

Each line ends with the Mulliken charge.
Geometry (Å):
C 0.4102 0.0273 -1.0493  -0.633
C -0.8844 0.2768 -0.3192  -0.610
C 0.3228 -0.0710 0.4926  0.400
O 0.2868 -1.2548 1.2031  -0.489
Br 1.4126 1.4642 1.3585  -0.243
H 0.6841 -0.8557 -1.5736  0.248
H 0.9699 0.8006 -1.3522  0.326
H -1.2350 1.1866 -0.3818  0.333
H -1.5386 -0.5642 -0.2406  0.266
H -0.4284 -1.0097 1.8624  0.401

Its LUMO energy is 0.71 eV. The value obtained for the frontier orbital gap is 10.4 eV. Its SMILES is OC1(Br)CC1. Its net charge is 0.

***

--- c ---
# C3H5BrO

A 2-piece molecular cluster, C3H5BrO overall (wB97M-V/def2-TZVPD, the Open Molecules 2025 dataset).

Each line ends with the Mulliken charge.
Geometry (Å):
C -2.2271 0.6524 0.4420  0.031
C 0.7943 0.2976 0.2055  -0.644
C 0.0874 -0.0612 -1.0096  -0.563
O -1.8225 0.9922 1.5078  -0.384
Br -0.2919 1.1625 -2.3703  -0.114
H -3.2002 0.8598 -0.0495  0.283
H -0.0866 0.4218 1.0917  0.206
H 1.1931 1.2185 0.1500  0.364
H 1.6622 -0.3843 0.4843  0.262
H -0.3092 -0.9689 -1.1417  0.558

Its LUMO energy (alpha / beta) is 0.34 / 0.04 eV. The value obtained for the frontier orbital gap (alpha / beta) is 8.8 / 7.7 eV. Its net charge is 0.

***

Q: Which of them is the most stable? A: a.

***

--- a ---
# C3H5BrO

A single C3H5BrO molecule (wB97M-V/def2-TZVPD, the Open Molecules 2025 dataset).

Each line ends with the Mulliken charge.
Geometry (Å):
C -0.1365 1.4143 -0.0002  -0.401
C -0.6127 0.0138 -0.0592  0.576
C 0.6619 -1.1894 0.0052  -1.004
O -0.7190 0.6974 1.0831  -0.358
Br -2.2008 -0.4301 -1.1228  -0.190
H 1.0036 1.4399 0.1384  0.137
H -0.5850 2.3652 -0.3622  0.278
H 1.5408 -0.7010 0.4583  0.323
H 0.7669 -1.7971 -0.9029  0.312
H 0.2808 -1.8131 0.7622  0.325

Its LUMO energy is 0.82 eV. The value obtained for the frontier orbital gap is 10.8 eV. Its SMILES is C[C@]1(Br)CO1. Its net charge is 0.

***

--- b ---
# C3H5BrO

A 2-piece molecular cluster, C3H5BrO overall (wB97M-V/def2-TZVPD, the Open Molecules 2025 dataset).

Each line ends with the Mulliken charge.
Geometry (Å):
C 0.8917 0.2181 -0.7439  -0.418
C -0.4294 -0.5213 -0.9402  -0.368
C -0.3738 0.5409 -0.0475  0.218
O 0.3068 -0.3520 2.3665  -0.720
Br -1.3753 1.9834 0.2441  0.035
H 1.6770 -0.4535 -0.0824  0.238
H 1.3371 0.7174 -1.6179  0.299
H -1.1402 -0.2823 -1.7778  0.257
H -0.5655 -1.4478 -0.5533  0.239
H -0.3284 -0.4031 3.1522  0.220

Its LUMO energy is -1.79 eV. The value obtained for the frontier orbital gap is 6.6 eV. Its net charge is 0.

***

Q: Which of them is the most stable? A: a.